No. 1
{"formula": "C41H86BN7O7PS2", "method": "ωB97M-V/def2-TZVPD", "homo_ev": -3.41, "e_tot_ev": -100310.0765, "charge": -1, "orbital_gap_ev": 5.103, "lumo_energy_ev": 1.693, "symbols": ["C", "C", "C", "C", "N", "C", "C", "C", "C", "P", "C", "C", "O", "C", "C", "C", "C", "C", "B", "O", "C", "C", "C", "C", "C", "C", "N", "C", "C", "S", "S", "C", "C", "C", "H", "H", "H", "H", "H", "H", "H", "H", "H", "H", "H", "H", "H", "H", "H", "H", "H", "H", "H", "H", "H", "H", "H", "H", "H", "H", "H", "H", "H", "H", "H", "H", "H", "H", "H", "H", "H", "H", "H", "H", "H", "H", "H", "H", "H", "H", "H", "H", "H", "H", "H", "C", "C", "O", "N", "C", "H", "H", "H", "H", "H", "H", "H", "C", "C", "O", "N", "C", "H", "H", "H", "H", "H", "H", "H", "C", "C", "O", "N", "C", "H", "H", "H", "H", "H", "H", "H", "C", "C", "O", "N", "C", "H", "H", "H", "H", "H", "H", "H", "C", "C", "O", "N", "C", "H", "H", "H", "H", "H", "H", "H"], "coordinates": [[2.101, 1.645, 2.652], [2.578, 0.166, 2.698], [3.264, -0.124, 1.363], [3.685, -1.600, 1.139], [2.696, -2.330, 0.310], [3.321, -2.759, -0.954], [3.554, -1.548, -1.903], [2.720, -1.625, -3.219], [2.178, -0.225, -3.586], [0.785, -0.106, -4.919], [-0.130, 1.402, -4.050], [-1.658, 1.264, -3.848], [-2.358, 1.002, -5.067], [1.927, 1.033, -6.001], [2.262, 2.514, -5.752], [3.108, 2.977, -4.549], [2.332, 3.373, -3.275], [3.825, 4.276, -5.004], [1.373, -1.713, -5.962], [1.269, -3.034, -5.494], [1.889, -1.678, -7.494], [0.772, -1.228, -8.503], [-0.426, -1.282, -3.944], [-1.424, -1.928, -4.653], [-2.308, -2.721, -3.962], [-2.231, -2.899, -2.606], [-1.290, -2.288, -1.892], [-0.455, -1.514, -2.586], [1.946, -3.279, 0.940], [1.137, -4.498, 0.191], [1.729, -3.242, 2.751], [0.066, -2.570, 3.026], [-1.115, -3.376, 2.453], [-1.841, -2.549, 1.359], [2.829, 2.181, 2.032], [1.150, 1.757, 2.131], [2.122, 2.121, 3.632], [3.266, 0.114, 3.536], [1.698, -0.456, 2.826], [4.190, 0.463, 1.359], [2.666, 0.251, 0.532], [4.632, -1.530, 0.607], [3.922, -2.078, 2.087], [2.748, -3.489, -1.513], [4.285, -3.230, -0.737], [3.425, -0.595, -1.392], [4.616, -1.604, -2.165], [3.433, -2.003, -3.956], [1.965, -2.401, -3.098], [3.084, 0.305, -3.896], [1.925, 0.246, -2.628], [-0.256, 0.009, -5.963], [-0.140, 2.283, -4.700], [0.247, 1.635, -3.051], [-1.970, 0.662, -2.991], [-1.981, 2.281, -3.554], [-3.133, 0.477, -4.848], [1.472, 1.019, -7.002], [2.893, 0.535, -6.144], [2.889, 2.793, -6.614], [1.439, 3.230, -5.864], [3.937, 2.310, -4.298], [2.297, 2.550, -2.564], [2.821, 4.236, -2.816], [1.330, 3.715, -3.533], [3.065, 5.025, -5.252], [4.492, 4.667, -4.234], [4.401, 4.119, -5.920], [0.910, -3.563, -6.218], [2.177, -2.684, -7.830], [2.784, -1.068, -7.632], [1.204, -0.672, -9.334], [-0.007, -0.651, -8.009], [0.299, -2.129, -8.895], [-1.509, -1.789, -5.725], [-3.112, -3.214, -4.508], [-2.956, -3.520, -2.087], [0.289, -0.993, -1.979], [-0.038, -2.548, 4.113], [0.022, -1.531, 2.699], [-1.828, -3.501, 3.277], [-0.846, -4.377, 2.130], [-2.556, -1.906, 1.883], [-1.120, -1.872, 0.906], [-2.347, -3.163, 0.621], [2.354, 1.657, 7.882], [2.193, 0.985, 6.541], [3.091, 0.973, 5.712], [1.005, 0.385, 6.265], [-0.176, 0.292, 7.104], [3.350, 2.085, 7.935], [1.625, 2.460, 7.996], [2.239, 0.935, 8.692], [0.974, -0.040, 5.350], [-0.413, -0.759, 7.279], [-1.021, 0.757, 6.594], [-0.021, 0.786, 8.058], [6.647, 4.618, 6.417], [5.157, 4.747, 6.204], [4.394, 5.033, 7.115], [4.681, 4.527, 4.954], [5.418, 4.173, 3.755], [6.869, 4.820, 7.460], [6.980, 3.607, 6.177], [7.185, 5.339, 5.799], [3.680, 4.625, 4.883], [5.254, 4.935, 2.991], [5.052, 3.217, 3.377], [6.481, 4.093, 3.954], [-4.179, 0.174, -10.496], [-3.369, -0.468, -9.391], [-2.898, -1.589, -9.511], [-3.186, 0.248, -8.257], [-3.672, 1.579, -7.944], [-4.238, -0.516, -11.332], [-5.191, 0.393, -10.151], [-3.700, 1.094, -10.835], [-2.635, -0.227, -7.554], [-2.817, 2.222, -7.732], [-4.297, 1.524, -7.052], [-4.246, 2.004, -8.762], [-6.786, -0.711, 5.252], [-5.359, -1.033, 4.874], [-4.404, -0.445, 5.367], [-5.161, -2.011, 3.957], [-6.153, -2.815, 3.267], [-6.788, 0.086, 5.988], [-7.343, -0.375, 4.377], [-7.269, -1.587, 5.686], [-4.188, -2.175, 3.750], [-5.981, -3.869, 3.488], [-6.052, -2.666, 2.191], [-7.160, -2.548, 3.570], [-6.445, -1.549, 10.880], [-6.730, -0.669, 9.685], [-7.819, -0.140, 9.517], [-5.726, -0.482, 8.792], [-4.380, -1.021, 8.818], [-7.337, -1.601, 11.496], [-6.183, -2.558, 10.558], [-5.632, -1.132, 11.476], [-5.981, 0.113, 8.020], [-3.668, -0.195, 8.827], [-4.218, -1.609, 7.914], [-4.210, -1.646, 9.689]]}

=====

No. 2
{"formula": "C41H90F4N7O9S4", "method": "ωB97M-V/def2-TZVPD", "homo_ev": -11.98, "e_tot_ev": -127012.0675, "charge": 3, "orbital_gap_ev": 1.564, "lumo_energy_ev": -10.417, "symbols": ["C", "C", "C", "C", "C", "C", "N", "O", "C", "C", "C", "H", "H", "H", "H", "H", "H", "H", "H", "H", "H", "H", "H", "H", "H", "H", "H", "H", "H", "C", "C", "C", "N", "C", "C", "C", "C", "C", "H", "H", "H", "H", "H", "H", "H", "H", "H", "H", "H", "H", "H", "H", "H", "H", "H", "H", "C", "C", "C", "N", "C", "C", "C", "C", "C", "H", "H", "H", "H", "H", "H", "H", "H", "H", "H", "H", "H", "H", "H", "H", "H", "H", "H", "C", "C", "C", "N", "C", "C", "C", "C", "C", "H", "H", "H", "H", "H", "H", "H", "H", "H", "H", "H", "H", "H", "H", "H", "H", "H", "H", "C", "C", "C", "N", "C", "C", "C", "C", "C", "H", "H", "H", "H", "H", "H", "H", "H", "H", "H", "H", "H", "H", "H", "H", "H", "H", "H", "N", "S", "O", "O", "F", "S", "O", "O", "F", "N", "S", "O", "O", "F", "S", "O", "O", "F"], "coordinates": [[2.531, -1.839, -2.106], [3.597, -0.791, -2.567], [4.862, -1.076, -1.785], [5.761, -2.156, -2.320], [6.192, -1.799, -3.733], [5.062, -1.453, -4.790], [3.888, -0.726, -4.063], [2.860, -0.286, -4.694], [4.503, -2.795, -5.393], [5.740, -0.590, -5.846], [3.212, 0.631, -2.102], [2.184, -1.597, -1.101], [2.893, -2.829, -2.378], [1.553, -1.757, -2.585], [4.615, -1.277, -0.741], [5.587, -0.282, -1.585], [5.125, -3.047, -2.343], [6.609, -2.477, -1.717], [6.839, -2.568, -4.152], [6.800, -0.907, -3.569], [5.234, -3.256, -6.058], [3.665, -2.578, -6.055], [4.292, -3.531, -4.617], [5.202, -0.581, -6.794], [6.709, -1.015, -6.101], [5.843, 0.438, -5.498], [3.667, 1.401, -2.727], [3.464, 0.834, -1.064], [2.156, 0.806, -2.311], [1.011, -0.091, 3.963], [2.514, -0.293, 3.844], [2.975, -1.689, 4.282], [4.323, -2.134, 3.724], [5.414, -1.172, 4.085], [4.302, -2.291, 2.218], [5.544, -3.110, 1.805], [5.884, -3.942, 3.028], [4.860, -3.557, 4.057], [0.566, -0.470, 4.884], [0.540, -0.593, 3.118], [0.741, 0.964, 3.961], [2.969, 0.520, 4.412], [2.772, -0.105, 2.800], [2.182, -2.373, 3.976], [3.063, -1.730, 5.367], [5.544, -0.346, 3.389], [6.398, -1.633, 4.189], [5.388, -0.817, 5.116], [4.306, -1.309, 1.745], [3.367, -2.784, 1.950], [6.392, -2.562, 1.393], [5.290, -3.652, 0.892], [6.951, -3.982, 3.242], [5.706, -5.002, 2.840], [5.229, -3.425, 5.075], [4.007, -4.230, 4.130], [0.916, 4.800, 2.814], [1.296, 5.245, 1.410], [0.053, 5.392, 0.510], [0.372, 5.723, -0.999], [-0.959, 5.926, -1.636], [1.233, 6.993, -1.154], [2.711, 6.574, -1.340], [2.680, 5.081, -1.710], [1.195, 4.637, -1.626], [0.497, 3.796, 2.862], [0.118, 5.458, 3.163], [1.737, 4.908, 3.522], [1.933, 4.537, 0.877], [1.862, 6.166, 1.552], [-0.656, 6.106, 0.931], [-0.553, 4.487, 0.448], [-1.399, 6.809, -1.175], [-1.522, 5.003, -1.752], [-0.679, 6.226, -2.647], [0.878, 7.636, -1.958], [1.253, 7.574, -0.233], [3.202, 7.106, -2.154], [3.301, 6.812, -0.456], [2.969, 4.940, -2.751], [3.308, 4.458, -1.075], [0.780, 4.169, -2.518], [1.094, 3.805, -0.928], [-6.381, -0.365, -0.156], [-5.121, 0.180, -0.888], [-5.293, 0.409, -2.387], [-3.957, 0.848, -3.055], [-3.033, -0.355, -2.999], [-3.316, 2.203, -2.573], [-2.457, 2.704, -3.686], [-3.275, 2.394, -4.904], [-4.198, 1.162, -4.556], [-7.266, -0.572, -0.762], [-6.685, 0.399, 0.557], [-6.240, -1.362, 0.262], [-4.243, -0.433, -0.686], [-4.913, 1.153, -0.440], [-5.948, 1.226, -2.687], [-5.621, -0.534, -2.825], [-2.212, -0.132, -3.678], [-3.562, -1.237, -3.356], [-2.737, -0.480, -1.960], [-2.733, 2.149, -1.653], [-4.056, 2.972, -2.346], [-1.531, 2.131, -3.780], [-2.145, 3.748, -3.693], [-2.709, 2.494, -5.830], [-3.909, 3.268, -5.073], [-3.953, 0.271, -5.133], [-5.234, 1.355, -4.830], [-3.872, -2.215, 4.104], [-4.212, -3.239, 3.068], [-3.675, -2.966, 1.652], [-2.647, -3.993, 1.169], [-1.375, -4.017, 2.059], [-2.224, -3.763, -0.286], [-1.965, -5.155, -0.828], [-3.021, -6.024, -0.148], [-3.259, -5.453, 1.236], [-4.160, -2.385, 5.142], [-4.392, -1.268, 3.962], [-2.808, -1.975, 4.129], [-5.301, -3.275, 3.010], [-3.875, -4.205, 3.449], [-3.249, -1.965, 1.595], [-4.371, -3.162, 0.835], [-1.654, -4.374, 3.050], [-0.638, -3.242, 2.265], [-0.910, -4.858, 1.544], [-1.321, -3.160, -0.370], [-3.092, -3.300, -0.754], [-0.987, -5.578, -0.600], [-2.190, -5.334, -1.878], [-2.726, -7.074, -0.142], [-3.854, -6.060, -0.852], [-2.668, -6.043, 1.931], [-4.324, -5.346, 1.430], [-1.575, 0.133, 0.247], [-0.193, 0.546, -0.139], [0.944, -0.131, 0.472], [-0.160, 1.973, -0.533], [-0.154, -0.199, -1.554], [-1.765, 0.854, 1.752], [-0.811, 1.789, 2.162], [-2.212, -0.197, 2.624], [-3.135, 1.643, 1.554], [-6.984, 2.746, 4.473], [-6.388, 1.198, 4.240], [-6.745, 0.431, 3.074], [-6.021, 0.403, 5.413], [-4.937, 1.636, 3.710], [-8.330, 2.273, 5.161], [-8.314, 1.987, 6.587], [-9.257, 1.566, 4.294], [-8.971, 3.728, 5.140]]}